1.
Computed, not measured: a cluster of 2 separate species, C4H11NO2 in total, with wB97M-V/def2-TZVPD.

Last columns: bonded neighbours and bond lengths (Å).
Positions of all 18 atoms, in Å:
1 H 1.2459 0.4659 -0.8641  C11 1.051
2 H -0.8408 1.1399 -2.4278  N18 1.057
3 H 2.2386 -0.7208 2.2757  O17 0.962
4 H 0.9731 -1.4940 2.6522  O17 0.919
5 C -0.8472 0.6254 -0.3720  C11 1.555, C13 1.528, H14 1.202, N18 1.525
6 O -0.9584 1.0189 1.9718  C13 1.195
7 H 1.1026 -2.1331 -0.4689  C8 1.044
8 C 0.3946 -1.4970 -0.8981  H7 1.044, H9 1.078, C11 1.510, H12 1.182
9 H -0.5515 -2.0114 -0.8585  C8 1.078
10 H 0.8107 -0.1764 0.6712  C11 1.056
11 C 0.5282 -0.0992 -0.3438  H1 1.051, C5 1.555, C8 1.510, H10 1.056
12 H 0.4082 -1.2108 -2.0446  C8 1.182
13 C -1.2624 1.3964 0.8798  C5 1.528, O6 1.195, H16 1.136
14 H -1.6303 -0.2488 -0.6322  C5 1.202
15 H -0.6144 2.4367 -1.4765  N18 0.999
16 H -1.7467 2.4119 0.7204  C13 1.136
17 O 1.8888 -1.4913 2.7338  H3 0.962, H4 0.919
18 N -1.1391 1.5879 -1.5185  H2 1.057, C5 1.525, H15 0.999

The structure (SMILES) is CC[C@H](N)C=O.O.

***

2.
Computed, not measured: a cluster of 2 separate species, I2NO in total, with wB97M-V/def2-TZVPD.

Last columns: bonded neighbours and bond lengths (Å).
Positions of all 4 atoms, in Å:
1 I -3.0496 -0.8794 0.0846  no bonds
2 I 1.9961 -1.2102 0.0791  N4 2.342
3 O 0.6753 1.6078 -0.1761  N4 1.180
4 N 0.3783 0.4818 0.0124  I2 2.342, O3 1.180

As for the charge: -1.

***

Max |F|
In order: 4.3 5.0
Unit: eV/A
Electronic energy
In order: -364.18113 -725.39329
Unit: Eh
Orbital gap
In order: 0.39105 0.18729
Unit: hartree